Entry 1:
{
  "formula": "C47H58IIrN4O4Se",
  "method": "ωB97M-V/def2-TZVPD",
  "elements": ["Ir", "C", "C", "N", "C", "C", "C", "O", "C", "C", "N", "C", "C", "C", "C", "C", "C", "I", "C", "O", "H", "H", "H", "H", "H", "H", "H", "H", "H", "H", "H", "H", "C", "C", "C", "C", "C", "C", "C", "Se", "C", "C", "C", "C", "C", "C", "O", "C", "C", "C", "C", "C", "C", "C", "C", "C", "O", "C", "C", "C", "C", "C", "C", "H", "H", "H", "H", "H", "H", "H", "H", "H", "H", "H", "H", "H", "H", "H", "H", "H", "H", "H", "H", "H", "H", "H", "H", "H", "H", "H", "H", "H", "H", "H", "H", "H", "H", "H", "H", "H", "H", "H", "H", "N", "C", "C", "C", "N", "C", "C", "H", "H", "H", "H", "H", "H"],
  "positions_angstrom": [[0.1782, 0.5631, 1.6080], [-2.0528, -2.9119, 3.2031], [-2.7167, -1.5961, 3.4785], [-4.0116, -1.5666, 3.6873], [-4.6048, -0.3706, 3.9291], [-3.9290, 0.8163, 3.9692], [-4.6652, 2.0907, 4.2470], [-4.5385, 2.9652, 3.1118], [-2.5347, 0.8048, 3.7166], [-1.7847, 2.0412, 3.7088], [-0.6430, 2.1759, 3.1413], [-0.0301, 3.4481, 3.0820], [-0.7512, 4.6362, 2.9804], [-0.0965, 5.8523, 2.8649], [1.2903, 5.9059, 2.8310], [2.0268, 4.7312, 2.9066], [1.3597, 3.5238, 3.0240], [2.4258, 1.7345, 3.1140], [-1.8994, -0.4194, 3.4741], [-0.6174, -0.5284, 3.2864], [-2.8106, -3.6798, 3.0625], [-1.4011, -3.1963, 4.0323], [-1.4134, -2.8389, 2.3210], [-5.6761, -0.3967, 4.0933], [-4.2633, 2.5852, 5.1378], [-5.7134, 1.8585, 4.4419], [-5.1287, 3.7133, 3.2484], [-2.2362, 2.9064, 4.1939], [-1.8343, 4.5949, 2.9574], [-0.6746, 6.7638, 2.7872], [1.8012, 6.8546, 2.7364], [3.1075, 4.7567, 2.8748], [6.2024, -0.6404, -2.8945], [6.1535, -1.6607, -1.7579], [6.2495, -3.0737, -2.3576], [7.3533, -1.4168, -0.8259], [4.8723, -1.5627, -0.9464], [3.8403, -0.6482, -1.2719], [2.7149, -0.5802, -0.5065], [1.4831, 0.8533, -0.8146], [-0.0408, 0.1174, -1.7279], [-0.2376, 0.5279, -3.0042], [-1.4285, 0.1889, -3.7102], [-2.3513, -0.6728, -3.1005], [-2.2140, -1.1466, -1.8154], [-1.0705, -0.6602, -1.0343], [-1.0060, -0.8870, 0.1885], [-3.2077, -2.1116, -1.1858], [-2.4521, -3.3576, -0.6879], [-4.2555, -2.5730, -2.1996], [-3.9492, -1.4455, -0.0129], [-1.6461, 0.7749, -5.0944], [-1.6183, 2.3096, -4.9761], [-2.9821, 0.3579, -5.7082], [-0.5096, 0.3084, -6.0187], [2.5568, -1.4223, 0.6710], [1.5593, -1.3132, 1.4081], [3.6051, -2.3929, 0.9853], [4.7062, -2.4094, 0.1725], [3.4501, -3.2901, 2.2043], [4.6330, -4.2490, 2.3436], [2.1672, -4.1314, 2.0840], [3.3839, -2.4152, 3.4718], [7.1436, -0.7532, -3.4332], [5.3945, -0.7901, -3.6141], [6.1546, 0.3862, -2.5245], [7.1821, -3.1682, -2.9171], [6.2432, -3.8442, -1.5862], [5.4211, -3.2695, -3.0411], [8.2703, -1.3936, -1.4169], [7.2622, -0.4628, -0.3031], [7.4586, -2.2055, -0.0806], [3.9398, 0.0029, -2.1281], [0.5174, 1.1331, -3.4890], [-3.2160, -0.9722, -3.6689], [-1.9262, -3.8482, -1.5103], [-1.7353, -3.1133, 0.0930], [-3.1723, -4.0679, -0.2778], [-3.8068, -3.0899, -3.0511], [-4.9293, -3.2740, -1.7062], [-4.8637, -1.7452, -2.5713], [-3.2738, -1.1142, 0.7715], [-4.5394, -0.5934, -0.3625], [-4.6372, -2.1689, 0.4293], [-2.3911, 2.6641, -4.2892], [-0.6542, 2.6759, -4.6196], [-1.8016, 2.7524, -5.9567], [-3.8270, 0.6517, -5.0824], [-3.1009, 0.8495, -6.6744], [-3.0345, -0.7191, -5.8790], [0.4701, 0.6238, -5.6567], [-0.5034, -0.7787, -6.1141], [-0.6488, 0.7364, -7.0131], [5.4997, -3.1086, 0.3910], [4.7438, -4.8958, 1.4702], [5.5757, -3.7231, 2.5128], [4.4588, -4.8908, 3.2074], [2.2072, -4.7749, 1.2018], [2.0826, -4.7741, 2.9623], [1.2748, -3.5123, 2.0313], [4.2552, -1.7575, 3.5348], [2.4756, -1.8143, 3.5055], [3.3946, -3.0623, 4.3509], [-3.6898, 4.8508, -1.4854], [-2.8547, 3.9849, -0.8487], [-1.4700, 4.1910, -0.8226], [-0.6674, 3.2735, -0.1837], [-1.1267, 2.1654, 0.4110], [-2.4570, 1.9868, 0.4079], [-3.3425, 2.8475, -0.1953], [-3.3421, 5.7134, -1.8610], [-4.6849, 4.7470, -1.4099], [-1.0282, 5.0654, -1.2836], [0.4036, 3.4370, -0.1356], [-2.8235, 1.1085, 0.9256], [-4.4045, 2.6433, -0.1415]],
  "lowdin_charge": [1.0005, -0.0162, -0.2706, 0.1247, -0.0975, -0.1663, -0.1956, -0.0693, -0.0942, -0.0524, -0.0402, -0.3495, -0.0242, -0.0678, -0.0763, -0.1403, -0.6201, 1.1060, -0.3279, -0.2142, 0.0819, 0.0892, 0.0550, 0.1102, 0.1239, 0.1193, 0.0896, 0.1271, 0.1138, 0.1092, 0.1090, 0.0980, -0.0612, -0.5554, -0.0298, -0.0316, -0.1027, -0.0390, -0.3634, 1.1503, -0.3553, -0.0572, -0.1064, 0.0528, -0.0344, -0.3407, -0.0658, -0.5220, -0.0215, -0.0587, -0.0228, -0.5540, -0.0328, -0.0554, -0.0319, -0.3542, -0.1114, -0.0422, 0.0438, -0.5281, -0.0598, -0.0220, -0.0251, 0.0917, 0.0890, 0.0923, 0.0940, 0.0820, 0.0946, 0.0924, 0.0957, 0.0822, 0.0984, 0.1029, 0.0925, 0.0949, 0.0626, 0.0951, 0.0946, 0.0934, 0.0885, 0.0561, 0.0916, 0.0977, 0.0892, 0.0801, 0.0920, 0.0921, 0.0921, 0.0929, 0.0796, 0.0954, 0.0935, 0.1017, 0.0917, 0.0913, 0.0920, 0.0947, 0.0935, 0.0714, 0.0928, 0.0698, 0.0936, 0.1384, -0.3114, -0.0026, -0.1719, -0.0613, -0.1181, 0.0076, 0.1047, 0.1053, 0.1174, 0.0914, 0.1021, 0.1197],
  "lumo_ha": [-0.075, -0.169],
  "total_charge": 1,
  "s_squared": 8.829,
  "homo_energy_ha": [-0.333, -0.349],
  "mol_weight_g_mol": 1141.1,
  "spin_multiplicity": 6,
  "e_tot_ha": -5148.934359,
  "homo_lumo_gap_ha": [0.2577, 0.1792]
}

Entry 2:
{
  "formula": "C47H59F2O4Pt",
  "method": "ωB97M-V/def2-TZVPD",
  "elements": ["Pt", "C", "O", "C", "C", "C", "C", "C", "C", "C", "C", "C", "C", "C", "C", "C", "C", "C", "C", "C", "C", "C", "C", "C", "C", "C", "C", "C", "C", "C", "C", "C", "C", "O", "C", "C", "C", "C", "C", "O", "C", "C", "C", "C", "C", "C", "O", "C", "C", "C", "C", "H", "H", "H", "H", "H", "H", "H", "H", "H", "H", "H", "H", "H", "H", "H", "H", "H", "H", "H", "H", "H", "H", "H", "H", "H", "H", "H", "H", "H", "H", "H", "H", "H", "H", "H", "H", "H", "H", "H", "H", "H", "H", "H", "H", "H", "H", "H", "H", "H", "H", "H", "H", "H", "H", "H", "H", "H", "H", "F", "C", "F", "H"],
  "positions_angstrom": [[0.1204, -1.2428, 0.2366], [-4.1553, -2.7472, -0.0302], [-2.9411, -2.0691, -0.2877], [-2.8465, -0.7819, 0.2191], [-2.7475, -0.5781, 1.6007], [-2.5292, -1.7354, 2.5656], [-1.2397, -2.5156, 2.3499], [-1.2499, -3.8781, 2.2718], [-0.0844, -4.6316, 1.9824], [1.0769, -3.9509, 1.7455], [1.1849, -2.5305, 1.8099], [2.6156, -1.9832, 1.6224], [2.8036, -0.5196, 1.2882], [2.8706, 0.4237, 2.2946], [2.8841, 1.7885, 2.0277], [2.7541, 2.1670, 0.6996], [2.7011, 1.2590, -0.3627], [2.4428, 1.8285, -1.7467], [1.1221, 1.5808, -2.4775], [1.0287, 2.0686, -3.7804], [-0.1229, 1.9499, -4.5433], [-1.2124, 1.3046, -3.9527], [-1.1725, 0.7837, -2.6741], [-2.3742, 0.0236, -2.1341], [-2.6991, 0.2788, -0.6756], [-2.6561, 1.5688, -0.1660], [-2.6723, 1.8219, 1.1958], [-2.6944, 0.7277, 2.0591], [-2.4971, 3.2263, 1.7674], [-2.4728, 4.2968, 0.6770], [-1.1567, 3.2733, 2.5147], [-3.6417, 3.5476, 2.7363], [0.0138, 0.9285, -1.9113], [0.0639, 0.5656, -0.6519], [-0.2468, 2.4925, -5.9677], [1.0455, 3.1495, -6.4542], [-1.3640, 3.5445, -6.0248], [-0.5872, 1.3475, -6.9325], [2.8445, -0.0910, -0.0526], [2.9130, -1.0936, -0.9756], [3.4145, -0.8262, -2.2653], [3.0200, 2.7882, 3.1745], [4.4285, 2.6637, 3.7731], [2.8181, 4.2314, 2.7106], [1.9849, 2.4921, 4.2678], [0.0239, -1.7927, 2.2614], [0.0353, -0.4933, 2.3176], [-0.2046, -6.1453, 1.8253], [-1.1596, -6.4490, 0.6603], [-0.7595, -6.7620, 3.1159], [1.1389, -6.8056, 1.5183], [-4.8779, -2.0984, 0.4700], [-4.5789, -3.0854, -0.9792], [-3.9657, -3.6222, 0.5991], [-2.5430, -1.3287, 3.5799], [-3.3520, -2.4527, 2.5053], [-2.2069, -4.3848, 2.3570], [1.9718, -4.4885, 1.4592], [3.1979, -2.2247, 2.5203], [3.0337, -2.5738, 0.8070], [2.8626, 0.0649, 3.3173], [2.6609, 3.2161, 0.4466], [2.5499, 2.9123, -1.6429], [3.2430, 1.5377, -2.4356], [1.9017, 2.5647, -4.1919], [-2.1351, 1.1911, -4.5160], [-3.2327, 0.2467, -2.7753], [-2.1866, -1.0456, -2.2421], [-2.5072, 2.3749, -0.8735], [-2.5723, 0.8784, 3.1256], [-1.6380, 4.1477, -0.0100], [-3.3984, 4.3008, 0.0973], [-2.3562, 5.2810, 1.1374], [-0.3372, 3.0075, 1.8425], [-0.9781, 4.2721, 2.9259], [-1.1416, 2.5565, 3.3366], [-4.6044, 3.5114, 2.2214], [-3.6748, 2.8338, 3.5607], [-3.5134, 4.5481, 3.1590], [1.3209, 4.0015, -5.8299], [1.8773, 2.4425, -6.4548], [0.9100, 3.5110, -7.4767], [-1.1386, 4.3770, -5.3553], [-1.4734, 3.9360, -7.0409], [-2.3217, 3.1216, -5.7192], [0.1950, 0.5865, -6.9121], [-1.5264, 0.8649, -6.6601], [-0.6818, 1.7226, -7.9561], [4.3533, -0.2615, -2.2125], [3.6021, -1.8004, -2.7134], [2.6875, -0.2988, -2.8865], [5.1877, 2.8689, 3.0154], [4.5607, 3.3700, 4.5983], [4.5993, 1.6553, 4.1535], [3.5623, 4.5238, 1.9670], [1.8254, 4.3739, 2.2789], [2.9160, 4.9063, 3.5645], [2.1101, 1.4929, 4.6851], [2.0860, 3.2132, 5.0845], [0.9742, 2.5556, 3.8657], [-2.1603, -6.0581, 0.8523], [-0.7922, -5.9891, -0.2590], [-1.2416, -7.5288, 0.5052], [-1.7355, -6.3464, 3.3702], [-0.8716, -7.8442, 3.0042], [-0.0854, -6.5693, 3.9531], [1.5528, -6.4461, 0.5749], [1.8671, -6.6154, 2.3096], [1.0029, -7.8868, 1.4356], [0.7254, -1.7799, -2.5213], [0.2406, -2.4014, -1.3736], [1.1056, -3.4885, -1.2049], [-0.7170, -2.8501, -1.6653]],
  "lowdin_charge": [1.2627, -0.0749, -0.1311, -0.2322, -0.1474, -0.0629, -0.1390, -0.0093, -0.1804, -0.0128, -0.2097, -0.0813, -0.1495, 0.0007, -0.1679, 0.0179, -0.1257, -0.0875, -0.1274, -0.0018, -0.1858, -0.0044, -0.1321, -0.0584, -0.1360, 0.0216, -0.1551, 0.0055, -0.5499, -0.0677, -0.0513, -0.0542, -0.3079, -0.2055, -0.5645, -0.0796, -0.0575, -0.0567, -0.2122, -0.1060, -0.0756, -0.5516, -0.0542, -0.0688, -0.0398, -0.4876, -0.1092, -0.5586, -0.0436, -0.0554, -0.0712, 0.0987, 0.0868, 0.0737, 0.1223, 0.1020, 0.1050, 0.1072, 0.1225, 0.1120, 0.1187, 0.1014, 0.1142, 0.0952, 0.1050, 0.1073, 0.1186, 0.1085, 0.1167, 0.1149, 0.0855, 0.0854, 0.0800, 0.0918, 0.0859, 0.0736, 0.0851, 0.0738, 0.0782, 0.0820, 0.0832, 0.0781, 0.0867, 0.0768, 0.0734, 0.0882, 0.0732, 0.0767, 0.1004, 0.0969, 0.0759, 0.0854, 0.0771, 0.0779, 0.0809, 0.0754, 0.0799, 0.0769, 0.0819, 0.0598, 0.0711, 0.0902, 0.0796, 0.0724, 0.0782, 0.0867, 0.0856, 0.0852, 0.0797, -0.0474, -0.4235, -0.0688, 0.0872],
  "lumo_ha": 0.092,
  "total_charge": -1,
  "homo_energy_ha": -0.161,
  "mol_weight_g_mol": 921.1,
  "e_tot_ha": -2446.420883,
  "homo_lumo_gap_ha": 0.2524
}